[1]
C19H29NO5P2SeTi | ωB97M-V with the def2-TZVPD basis set

**Frontier orbital gap (spin up / spin down)**: 5.9 / 8.0 eV
**<S²>**: 2.010
**E_LUMO (spin up / spin down)**: -0.009 / -0.012 Eh
**Multiplicity**: 3

```
58
Properties=species:S:1:pos:R:3:forces:R:3
Ti -1.100 -0.703 -0.150 1.7 -1.3 -0.1
C -0.545 -1.812 2.269 0.1 -0.2 0.3
C -1.225 -0.604 2.351 0.0 0.1 0.7
C -0.567 0.522 2.874 -0.1 0.1 -0.1
C 0.741 0.441 3.291 0.1 0.0 0.0
C 1.414 -0.788 3.237 0.0 0.1 0.1
C 0.776 -1.900 2.741 -0.1 -0.1 -0.1
H -1.081 -2.705 1.985 0.0 0.0 -0.1
H -2.293 -0.570 2.187 -0.1 0.1 -0.2
H -1.107 1.458 2.961 0.0 0.0 0.0
H 1.238 1.315 3.698 0.0 0.0 0.0
H 2.427 -0.867 3.616 0.0 0.0 0.0
H 1.280 -2.860 2.739 0.0 0.0 0.0
C 1.836 0.276 -1.938 0.0 0.0 0.1
P 1.709 -0.454 -0.248 0.0 0.2 -0.3
C 3.004 0.570 0.559 0.0 -0.1 0.1
C 2.609 -2.030 -0.535 -0.1 -0.1 0.0
C 1.863 -2.838 -1.608 0.1 0.0 0.1
P 0.051 -2.809 -1.254 0.0 -0.2 -0.1
C -0.137 -4.369 -0.324 0.0 0.0 0.0
C -0.671 -3.247 -2.870 0.0 -0.1 0.0
H 2.825 0.098 -2.367 0.0 0.0 0.0
H 1.677 1.353 -1.866 0.0 0.0 0.0
H 1.066 -0.121 -2.596 0.0 0.0 0.0
H 3.860 0.684 -0.109 0.0 0.0 0.0
H 3.332 0.115 1.494 0.0 0.0 -0.1
H 2.600 1.559 0.790 0.0 0.0 0.0
H 2.633 -2.580 0.410 0.0 0.0 0.0
H 3.643 -1.821 -0.820 0.0 0.0 -0.1
H 2.220 -3.868 -1.652 0.0 0.0 0.0
H 2.021 -2.396 -2.593 0.0 0.0 0.0
H 0.297 -5.193 -0.894 0.0 0.0 0.0
H -1.196 -4.550 -0.152 0.0 0.0 0.0
H 0.362 -4.302 0.644 0.0 0.0 0.0
H -0.307 -4.221 -3.203 0.0 0.0 0.0
H -0.404 -2.488 -3.605 0.0 0.0 0.0
H -1.758 -3.269 -2.782 0.0 0.0 0.0
O -3.714 -1.635 -2.151 0.0 0.1 0.5
Se -3.671 -1.536 -0.509 -1.0 -0.3 -0.3
O -2.316 -2.393 -0.008 -0.7 -0.3 0.0
O -3.074 -0.016 -0.101 -0.4 -0.1 -0.1
O -5.027 -1.948 0.250 0.5 0.2 -0.2
O -1.449 -0.246 -2.364 -0.3 0.1 -0.2
H -2.247 -0.820 -2.554 0.0 0.0 0.1
H -1.851 0.637 -2.320 0.2 -0.2 0.0
N -0.612 1.234 -0.152 0.0 1.1 0.0
C -0.640 2.373 -0.022 0.0 1.4 0.1
C -0.702 3.805 0.143 0.1 -0.7 0.0
C 0.406 4.489 0.626 0.3 0.2 0.1
C 0.344 5.865 0.780 0.1 -0.1 0.0
C -0.821 6.548 0.462 0.0 0.0 0.0
C -1.926 5.857 -0.011 -0.1 -0.1 0.0
C -1.871 4.482 -0.175 -0.4 0.1 -0.1
H 1.305 3.941 0.879 0.0 0.0 0.0
H 1.206 6.402 1.153 0.0 0.0 0.0
H -0.868 7.622 0.586 0.0 0.0 0.0
H -2.836 6.387 -0.255 0.0 0.0 0.0
H -2.728 3.929 -0.538 0.0 0.0 0.0
```
Positions in Å, forces in eV/Å.

---

[2]
C17H20N2O5 | ωB97M-V with the def2-TZVPD basis set

**Frontier orbital gap**: 9.5 eV
**E_LUMO**: 0.026 Eh
**SMILES string**: CCOc1ccc(C(=O)NCC(=O)OCc2c(C)noc2C)cc1

```
44
Properties=species:S:1:pos:R:3:forces:R:3
C 8.246 1.307 -0.665 -0.4 -0.1 0.1
C 6.894 1.285 0.029 0.3 0.3 0.1
O 6.083 0.337 -0.640 -0.1 -0.2 -0.1
C 4.816 0.130 -0.214 -0.3 -0.1 0.0
C 4.215 0.776 0.865 0.3 0.1 -0.1
C 2.911 0.475 1.205 -0.3 -0.2 -0.1
C 2.182 -0.479 0.503 0.2 0.3 0.0
C 0.785 -0.742 0.929 0.1 -0.3 0.1
O 0.085 0.105 1.457 -0.1 0.1 0.1
N 0.352 -2.023 0.758 -0.1 -0.3 -0.1
C -1.044 -2.323 0.947 0.0 0.4 -0.1
C -1.861 -1.825 -0.245 0.4 -0.2 0.1
O -1.392 -1.631 -1.336 0.0 0.0 -0.1
O -3.128 -1.638 0.094 -0.3 -0.2 0.4
C -4.002 -1.027 -0.870 0.0 0.4 -0.4
C -4.307 0.372 -0.462 0.4 0.5 0.1
C -5.563 0.915 -0.063 0.7 0.2 -0.1
C -6.872 0.221 0.015 0.0 0.1 0.0
N -5.430 2.177 0.239 -1.3 -0.1 0.2
O -4.124 2.505 0.070 0.9 -0.1 -0.1
C -3.439 1.432 -0.346 -0.6 -0.7 -0.3
C -1.985 1.560 -0.583 0.0 0.1 0.2
C 2.779 -1.108 -0.588 0.0 0.1 0.2
C 4.075 -0.806 -0.942 0.2 0.1 0.0
H 8.123 1.585 -1.708 0.0 0.0 -0.1
H 8.702 0.321 -0.621 0.1 -0.1 0.0
H 8.900 2.025 -0.178 0.1 0.1 0.0
H 6.427 2.278 -0.017 0.0 -0.1 0.1
H 7.013 1.000 1.084 -0.1 0.1 -0.1
H 4.752 1.513 1.441 0.1 0.0 0.0
H 2.436 0.979 2.033 0.0 0.1 0.1
H 0.880 -2.633 0.156 0.0 0.1 0.1
H -1.186 -3.398 1.070 0.0 0.1 0.0
H -1.396 -1.803 1.842 0.0 -0.2 -0.1
H -3.510 -1.055 -1.850 -0.2 -0.1 0.2
H -4.912 -1.629 -0.891 0.1 0.0 0.0
H -7.622 0.913 0.384 -0.1 0.0 0.0
H -7.168 -0.137 -0.970 -0.1 0.0 0.0
H -6.805 -0.633 0.687 -0.1 -0.1 0.0
H -1.424 1.222 0.291 0.0 0.0 -0.1
H -1.684 0.948 -1.431 0.0 0.0 0.0
H -1.736 2.602 -0.768 0.1 0.1 -0.1
H 2.223 -1.808 -1.195 0.0 -0.1 -0.1
H 4.546 -1.279 -1.789 0.0 0.0 -0.1
```
Positions in Å, forces in eV/Å.

---

[3]
CH11O4S | ωB97M-V with the def2-TZVPD basis set

**Frontier orbital gap**: 7.3 eV
**Net charge**: -1
**E_LUMO**: 0.136 Eh

```
17
Properties=species:S:1:pos:R:3:forces:R:3
C 0.693 -1.952 0.055 2.6 -2.3 -1.5
S -0.599 -0.829 -0.311 -1.1 1.2 -0.3
H 0.327 -2.990 0.366 0.4 1.2 -0.5
H 1.345 -1.599 0.830 0.1 0.2 0.7
H 1.535 -2.104 -0.828 -2.3 0.2 1.7
H 0.181 0.048 -3.109 0.3 0.0 0.1
H 0.431 1.004 -2.059 -1.1 0.7 2.9
O 0.781 0.770 -2.871 0.9 -0.7 -3.1
H -1.136 -1.753 2.907 0.0 1.5 0.3
H -1.100 -0.428 2.182 0.1 0.1 -0.5
O -1.127 -0.774 3.085 -0.1 -1.6 0.1
H 1.615 0.641 0.019 0.8 -0.5 0.5
H 2.967 1.071 -0.475 0.3 0.0 -0.2
O 2.582 0.589 0.259 -1.2 0.4 -0.4
H -1.289 1.894 -0.137 -1.5 2.6 0.6
H -2.542 2.375 0.623 0.2 0.3 -0.2
O -1.850 2.768 0.068 1.4 -3.0 -0.4
```
Positions in Å, forces in eV/Å.

---

[4]
C24H18B3LiO30 | ωB97M-V with the def2-TZVPD basis set

**Frontier orbital gap**: 9.1 eV
**Net charge**: -2
**E_LUMO**: 0.128 Eh

```
76
Properties=species:S:1:pos:R:3:forces:R:3
Li 0.126 -0.072 0.071 0.0 -0.1 0.3
O -1.423 0.118 1.523 0.4 0.0 0.0
C -2.088 0.616 2.382 -0.3 0.3 0.0
O -1.754 1.576 3.221 0.0 -0.3 0.2
B -2.857 1.774 4.205 -0.2 0.2 -0.3
O -3.989 1.005 3.641 0.0 -0.2 0.2
C -3.579 0.278 2.620 -0.2 0.0 -0.2
O -4.246 -0.464 1.949 0.1 0.1 0.2
O -3.235 3.191 4.343 0.2 0.1 -0.3
C -2.987 3.607 5.571 0.1 -0.4 0.2
O -3.155 4.705 6.007 -0.1 0.3 0.0
C -2.464 2.384 6.373 0.0 -0.1 -0.3
O -2.487 1.337 5.551 0.1 0.1 0.1
O -2.115 2.384 7.512 0.0 0.0 0.2
O 4.235 4.570 5.619 0.1 0.3 0.0
C 3.877 3.491 5.252 -0.1 -0.3 0.3
O 3.816 3.047 4.014 -0.1 -0.1 -0.2
B 3.419 1.610 4.012 -0.1 0.3 0.1
O 3.191 1.276 5.409 -0.2 -0.1 0.1
C 3.432 2.330 6.186 0.0 0.0 -0.4
O 3.348 2.368 7.374 0.0 0.0 0.3
O 2.238 1.404 3.129 0.2 0.1 0.0
C 2.648 0.831 2.024 0.5 -0.2 -0.3
O 2.048 0.616 1.008 -0.5 0.2 0.0
C 4.139 0.434 2.202 -0.2 0.1 0.5
O 4.492 0.798 3.421 0.2 0.0 -0.2
O 4.829 -0.117 1.396 0.1 -0.2 -0.2
O 1.536 0.029 -2.048 -0.4 -0.2 0.2
C 1.358 -0.635 -3.030 0.4 0.2 0.0
O 0.899 -1.870 -3.111 -0.1 0.2 -0.2
B 0.844 -2.271 -4.543 -0.4 -0.4 0.3
O 1.385 -1.150 -5.296 0.2 0.2 0.2
C 1.728 -0.172 -4.454 -0.1 -0.4 -0.6
O 2.243 0.856 -4.768 0.0 0.3 0.1
O -0.549 -2.577 -4.963 0.1 0.0 0.0
C -0.621 -3.822 -5.399 0.1 0.0 0.1
O -1.593 -4.387 -5.807 -0.2 0.0 0.0
C 0.791 -4.448 -5.277 -0.2 0.4 0.1
O 1.583 -3.533 -4.741 0.1 0.1 -0.1
O 1.089 -5.553 -5.606 0.2 -0.4 -0.1
O 0.918 -1.869 0.897 -0.4 0.0 -0.2
C 1.769 -2.642 0.562 0.8 0.4 -0.1
O 1.851 -3.865 1.105 0.1 -0.4 0.2
C 3.006 -4.610 0.646 -0.8 0.9 -0.4
C 3.779 -3.652 -0.288 0.7 -0.7 -0.1
C 2.914 -2.411 -0.419 -0.5 -0.5 0.2
H 2.602 -5.446 0.079 0.2 -0.3 0.2
H 3.532 -4.913 1.545 0.2 -0.2 -0.1
H 3.947 -4.161 -1.240 -0.1 0.2 -0.1
H 4.783 -3.459 0.094 -0.2 0.3 0.2
H 2.442 -2.354 -1.398 0.1 0.2 0.0
H 3.421 -1.484 -0.177 -0.1 0.2 0.0
O -1.377 -1.222 -0.891 0.4 0.0 -0.3
C -2.337 -1.606 -1.488 -0.1 0.2 0.6
O -2.570 -2.914 -1.708 0.0 -0.2 -0.2
C -3.806 -3.097 -2.412 -0.4 0.1 0.0
C -4.137 -1.720 -3.022 -0.1 -0.8 -0.1
C -3.488 -0.790 -2.008 -0.4 0.0 -0.6
H -4.575 -3.455 -1.718 0.2 0.2 0.1
H -3.667 -3.866 -3.165 0.2 0.0 -0.1
H -5.211 -1.563 -3.119 0.0 0.0 0.0
H -3.704 -1.737 -4.023 0.2 0.5 0.1
H -4.205 -0.639 -1.197 0.3 0.1 0.3
H -3.184 0.184 -2.378 0.2 0.0 0.0
O -0.439 1.689 -0.711 -0.1 -0.3 0.1
C -0.827 2.686 -1.232 0.3 0.1 0.0
O -2.137 3.003 -1.309 -0.2 0.1 -0.1
C -2.308 4.265 -1.979 -0.2 0.1 -0.1
C -0.952 4.961 -1.889 0.2 -0.5 -0.1
C 0.012 3.766 -1.875 -0.4 0.3 0.3
H -3.107 4.811 -1.480 0.0 -0.1 0.1
H -2.645 4.072 -3.001 0.2 0.0 0.0
H -0.887 5.467 -0.927 0.0 0.2 -0.1
H -0.752 5.645 -2.709 -0.1 0.1 0.1
H 0.893 3.933 -1.262 0.2 -0.1 -0.2
H 0.297 3.425 -2.872 0.1 0.0 0.0
```
Positions in Å, forces in eV/Å.

---

[5]
C5H12O2 | ωB97M-V with the def2-TZVPD basis set

**Frontier orbital gap**: 10.5 eV
**E_LUMO**: 0.032 Eh
**SMILES string**: CCCC(C)=O.O

```
19
Properties=species:S:1:pos:R:3:forces:R:3
C 2.122 0.069 1.284 -0.1 0.0 -0.2
C 0.731 0.694 1.059 -0.2 0.4 0.0
C 0.085 0.600 -0.323 -0.5 1.5 -0.3
C -1.301 0.180 -0.521 -0.4 -1.0 0.1
C -1.701 0.015 -1.963 -0.2 -0.1 -0.1
O -2.089 0.023 0.405 -0.1 0.1 -0.4
H 2.132 -1.026 1.255 -0.1 0.2 -0.1
H 2.852 0.420 0.545 -0.2 0.0 0.1
H 2.502 0.367 2.272 -0.2 -0.1 -0.3
H 0.023 0.353 1.823 0.1 0.1 -0.2
H 0.847 1.768 1.193 0.1 0.1 0.5
H 0.787 0.327 -1.122 -0.6 0.3 0.1
H -0.521 1.587 -0.573 2.3 0.2 0.1
H -1.705 -1.069 -2.105 -0.1 0.0 -0.2
H -2.704 0.403 -2.132 0.0 -0.1 0.0
H -1.002 0.454 -2.683 -0.1 -0.1 0.3
O -0.212 -1.935 0.241 -0.2 -0.7 0.3
H 0.260 -2.082 1.065 0.1 -0.2 0.0
H -1.021 -1.468 0.520 0.2 -0.5 0.2
```
Positions in Å, forces in eV/Å.

---

[6]
C10H9N2O5SeV | ωB97M-V with the def2-TZVPD basis set

**Frontier orbital gap (spin up / spin down)**: 6.4 / 6.3 eV
**Net charge**: +2
**<S²>**: 2.051
**E_LUMO (spin up / spin down)**: -0.365 / -0.377 Eh
**Multiplicity**: 3

```
28
Properties=species:S:1:pos:R:3:forces:R:3
O -4.653 2.765 0.256 2.3 0.5 1.0
C -3.621 2.983 0.696 -2.5 -0.5 -1.0
V -1.000 -0.719 -1.516 3.9 3.6 1.9
O -0.913 -2.334 1.161 -0.3 3.0 -3.8
C -0.975 -1.657 0.184 0.8 -3.5 3.4
C 0.198 -2.135 -1.858 4.9 -6.5 -1.0
O 0.961 -3.026 -1.950 -3.7 4.5 0.3
C 0.342 -0.484 -4.571 0.6 0.3 -2.3
O 0.707 -0.358 -5.641 -0.8 -0.3 2.6
C -2.384 -1.013 -2.760 -7.7 -3.4 -6.5
O -3.177 -1.343 -3.562 4.3 2.0 4.2
H -1.883 -0.909 -0.164 -1.9 0.5 0.7
C 2.260 -1.558 0.617 0.7 -0.8 0.1
N 1.571 -0.419 1.168 -0.1 0.8 -0.3
C 1.369 -0.229 2.524 0.0 -0.1 -0.8
C 0.713 0.939 2.654 -0.2 0.4 -0.2
N 0.531 1.472 1.388 0.4 -1.1 0.3
C -0.206 2.667 1.073 -0.2 1.0 -0.6
C 1.059 0.626 0.469 -0.4 -0.1 2.1
Se 0.871 0.894 -1.367 -0.1 -0.7 -0.6
H 2.725 -1.327 -0.338 0.0 0.2 0.0
H 1.595 -2.418 0.497 0.1 0.2 0.1
H 3.044 -1.846 1.325 -0.1 0.0 -0.2
H 1.705 -0.949 3.249 0.0 0.0 0.1
H 0.342 1.411 3.544 0.0 0.2 0.0
H -1.272 2.481 0.953 0.1 -0.2 0.1
H -0.078 3.421 1.846 0.1 -0.1 0.1
H 0.168 3.065 0.122 -0.1 0.1 0.4
```
Positions in Å, forces in eV/Å.

---

[7]
C25H29NOReS4SbTe2 | ωB97M-V with the def2-TZVPD basis set

**Frontier orbital gap (spin up / spin down)**: 4.4 / 4.4 eV
**Net charge**: +3
**<S²>**: 0.775
**E_LUMO (spin up / spin down)**: -0.399 / -0.399 Eh
**Multiplicity**: 2

```
64
Properties=species:S:1:pos:R:3:forces:R:3
Re 1.160 -0.988 0.198 0.1 -1.0 0.2
S 3.260 -1.432 -0.812 0.2 0.6 -0.1
Sb 2.886 -3.627 -2.053 -0.6 -0.4 0.3
S 1.376 -4.587 -0.475 0.4 -0.2 -0.3
S 0.977 -3.114 0.916 -0.5 1.4 -0.3
S 1.715 -1.439 -2.229 0.1 0.2 0.0
C 0.677 -1.481 3.995 0.0 -0.2 -0.3
Te 1.666 -0.113 2.704 0.1 0.1 0.5
C 0.231 1.430 2.985 0.0 0.1 -0.3
H 0.792 -1.125 5.011 0.1 0.1 0.1
H 1.153 -2.450 3.886 0.1 0.0 0.0
H -0.369 -1.539 3.714 -0.1 0.0 0.0
H -0.754 1.038 2.751 0.0 0.0 0.0
H 0.484 2.265 2.335 0.0 0.0 0.0
H 0.281 1.747 4.022 0.1 0.0 0.1
C -8.812 3.636 -0.092 -0.3 0.8 -0.3
C -7.509 2.945 -0.040 2.5 1.8 -2.0
C -7.305 1.793 0.664 1.2 -0.9 0.2
C -6.055 1.173 0.679 1.2 0.8 -1.0
C -5.944 -0.096 1.462 0.5 -0.2 -0.1
C -4.903 1.751 -0.076 -1.8 -1.9 2.1
Te -3.126 0.533 0.102 -2.1 0.0 0.1
N -0.202 0.254 -0.144 0.5 -2.3 0.9
C -0.529 1.360 -0.620 -1.4 2.8 -1.3
O -1.864 1.786 -0.671 2.5 -0.5 0.0
C 0.436 2.341 -1.175 -0.4 -0.2 0.2
C 0.028 3.371 -2.020 -0.3 0.1 -0.2
C 0.956 4.264 -2.534 -0.2 0.0 0.0
C 2.297 4.140 -2.207 0.0 0.1 -0.1
C 2.715 3.122 -1.363 0.1 -0.3 0.2
C 1.787 2.234 -0.846 0.2 0.0 -0.1
C -3.448 -0.592 -1.627 0.3 0.0 0.2
C -3.809 0.100 -2.785 0.1 -0.2 0.1
C -3.918 -0.609 -3.968 0.0 -0.1 -0.1
C -3.668 -1.979 -3.969 0.0 0.1 -0.1
C -3.327 -2.646 -2.799 0.0 -0.2 -0.1
C -3.208 -1.972 -1.590 0.1 0.2 -0.1
C -2.820 -2.695 -0.324 -0.3 0.0 -0.1
C -5.059 2.916 -0.776 -1.7 1.5 -0.4
C -4.013 3.674 -1.545 -0.3 0.3 -0.1
C -6.367 3.501 -0.757 -0.7 -1.2 1.0
H -9.590 3.096 0.437 -0.1 0.0 0.0
H -9.119 3.797 -1.134 0.0 -0.1 0.2
H -8.715 4.642 0.343 -0.1 -0.3 0.0
H -8.128 1.349 1.214 0.1 -0.1 0.0
H -6.913 -0.404 1.845 0.0 0.0 0.0
H -5.278 0.025 2.320 0.0 -0.1 0.1
H -5.581 -0.917 0.832 0.0 -0.1 0.0
H -1.016 3.455 -2.299 0.1 0.0 0.0
H 0.633 5.058 -3.197 0.0 -0.1 0.0
H 3.020 4.839 -2.605 0.0 0.0 0.0
H 3.762 3.033 -1.099 -0.1 0.0 0.0
H 2.116 1.476 -0.137 0.1 -0.1 0.1
H -3.992 1.166 -2.773 -0.1 0.0 0.1
H -4.196 -0.098 -4.883 0.0 -0.1 0.1
H -3.745 -2.535 -4.897 0.0 0.0 0.1
H -3.157 -3.718 -2.822 0.0 0.1 0.0
H -2.777 -3.771 -0.479 0.0 0.0 -0.1
H -3.541 -2.525 0.482 0.1 0.0 0.0
H -1.839 -2.372 0.017 0.2 0.1 0.1
H -3.048 3.201 -1.527 0.1 0.0 -0.1
H -3.910 4.679 -1.120 0.0 -0.2 -0.1
H -4.334 3.808 -2.584 0.1 0.0 0.1
H -6.513 4.427 -1.315 0.1 -0.2 0.1
```
Positions in Å, forces in eV/Å.

---

[8]
C17H19F7N4O7RuSe | ωB97M-V with the def2-TZVPD basis set

**Frontier orbital gap (spin up / spin down)**: 7.4 / 7.0 eV
**Net charge**: -1
**<S²>**: 0.757
**E_LUMO (spin up / spin down)**: 0.087 / 0.073 Eh
**Multiplicity**: 2

```
56
Properties=species:S:1:pos:R:3:forces:R:3
Ru -1.522 -0.430 -0.875 0.4 0.0 0.3
C 0.056 0.885 -2.542 0.0 0.0 -0.1
N -1.431 1.001 -2.312 0.0 0.1 0.0
C -2.111 0.674 -3.577 0.0 0.0 0.0
C -1.928 2.279 -1.768 0.0 0.0 0.0
C -1.547 2.406 -0.311 0.1 0.0 0.0
N -1.867 1.125 0.316 -0.2 0.0 0.0
C -1.699 0.946 1.653 0.0 0.0 0.0
C -1.821 -0.355 2.181 0.0 0.0 0.0
F -2.080 -1.379 1.312 0.0 -0.1 -0.1
C -1.684 -0.659 3.511 0.0 0.0 0.0
F -1.805 -1.940 3.898 0.0 0.0 0.0
C -1.417 0.321 4.448 0.0 0.0 0.0
C -1.300 1.608 3.966 0.0 0.0 0.0
F -1.043 2.608 4.826 0.0 0.0 0.0
C -1.430 1.925 2.628 0.0 0.0 0.0
F -1.294 3.222 2.287 0.0 0.0 0.0
H 0.563 1.450 -1.747 0.0 0.0 0.0
H 0.282 1.389 -3.503 0.1 -0.1 0.0
H 1.933 -0.602 -1.973 -0.1 -0.1 0.0
H -1.889 1.464 -4.299 0.0 0.0 0.0
H -3.185 0.603 -3.429 0.0 0.0 0.0
H -1.705 -0.269 -3.937 0.0 0.0 0.0
H -3.016 2.261 -1.860 0.0 0.0 0.0
H -1.535 3.109 -2.364 0.0 0.0 0.0
H -2.111 3.229 0.129 0.0 0.0 0.0
H -0.480 2.634 -0.211 0.0 0.0 0.0
H -1.304 0.093 5.496 0.0 0.0 0.0
N 0.306 -0.456 0.119 -0.2 0.3 -0.2
C 1.296 -0.350 0.699 0.3 0.1 0.1
N 2.338 -0.247 1.488 -0.2 -0.3 0.1
C 3.626 0.323 1.040 0.1 -0.1 0.1
C 4.571 -0.794 0.651 0.3 -0.1 0.3
O 4.721 -1.733 1.730 -0.2 -0.2 0.3
C 3.485 -2.334 2.036 0.1 0.0 0.0
C 2.486 -1.292 2.513 0.0 0.1 0.0
H 4.020 0.877 1.896 0.0 0.0 0.0
H 3.453 1.009 0.209 -0.1 -0.1 0.9
H 5.556 -0.392 0.429 -0.1 -0.1 0.2
H 4.195 -1.296 -0.242 0.1 -0.1 0.3
H 3.664 -3.074 2.818 0.0 0.0 0.0
H 3.079 -2.845 1.151 0.0 0.0 0.0
H 2.863 -0.806 3.417 0.0 0.0 0.0
H 1.511 -1.732 2.728 0.0 0.0 0.0
O 5.053 0.782 -1.296 0.1 0.4 -0.7
Se 3.621 0.979 -2.069 0.0 0.1 -0.7
O 2.692 2.020 -1.175 -0.1 0.2 -0.2
O 0.270 -0.453 -2.529 -0.2 0.0 0.0
O 2.851 -0.604 -1.600 -0.2 0.1 -0.4
F -5.543 -2.469 -1.975 0.0 0.0 0.0
C -4.364 -2.804 -2.508 0.0 0.0 0.0
F -4.179 -4.110 -2.318 0.0 0.0 0.0
F -4.440 -2.586 -3.834 0.0 0.0 0.0
C -3.212 -1.973 -1.916 0.0 0.0 0.0
O -3.475 -0.787 -1.559 0.0 0.0 0.0
O -2.075 -2.454 -1.845 -0.1 -0.1 0.0
```
Positions in Å, forces in eV/Å.

---

| no. | DFT total energy (eV) |
| --- | --- |
| 1 | -138940.1130 |
| 2 | -31170.9508 |
| 3 | -20241.8785 |
| 4 | -88864.4766 |
| 5 | -9473.4754 |
| 6 | -114747.1349 |
| 7 | -96501.8154 |
| 8 | -125179.5630 |